Record 1
{"formula": "C3H6O3", "method": "the ωB97M-V functional and the def2-TZVPD basis", "multiplicity": 1, "smiles": "C=CO.O=CO", "relative_energy_kj_mol": 227.3, "gap_ev": 10.515, "total_energy_ha": -343.567973, "e_lumo_ha": 0.0198, "species": ["C", "C", "O", "H", "H", "H", "H", "O", "C", "O", "H", "H"], "coordinates": [[-1.303, -0.132, 1.137], [-0.786, -1.384, 1.050], [-0.282, -1.862, -0.264], [-1.414, 0.244, 2.189], [-1.422, 0.378, 0.201], [-0.326, -1.865, 1.901], [0.113, -2.666, 0.109], [0.101, 2.163, -0.380], [1.030, 1.373, -0.490], [1.053, 0.155, -1.049], [2.092, 1.617, -0.138], [0.338, -0.497, -0.898]], "forces_ev_per_a": [[0.99, -2.81, 1.20], [0.70, 2.84, -1.72], [-1.49, -0.57, 3.51], [-0.27, 0.01, -1.55], [-0.56, 0.76, 0.17], [-0.36, -0.56, -0.01], [0.33, -0.09, -1.30], [1.50, -1.84, -0.22], [-0.07, 1.23, 0.31], [0.66, 0.77, 0.19], [-1.23, -0.06, -0.51], [-0.20, 0.32, -0.07]]}

---

Record 2
{"formula": "C3H6O3P", "method": "the ωB97M-V functional and the def2-TZVPD basis", "multiplicity": 1, "relative_energy_kj_mol": 170.1, "gap_ev": 8.217, "total_energy_ha": -685.045859, "e_lumo_ha": 0.1499, "total_charge": -1, "species": ["C", "C", "C", "O", "O", "O", "P", "H", "H", "H", "H", "H", "H"], "coordinates": [[-0.838, 0.380, -0.030], [-1.330, 1.818, -0.044], [1.421, -1.892, -0.177], [1.400, 0.937, 1.333], [-1.579, -0.553, -0.171], [1.548, 1.089, -1.227], [1.036, 0.420, 0.005], [-0.625, 2.481, 0.276], [-2.292, 1.930, 0.554], [-1.706, 1.995, -1.181], [0.834, -2.651, 0.488], [1.597, -2.148, -1.238], [2.410, -1.712, 0.298]], "forces_ev_per_a": [[0.60, 1.22, -0.62], [-4.64, -1.50, -2.45], [0.22, 1.99, 1.50], [0.28, 0.00, 1.20], [-0.25, -0.61, 0.22], [-0.28, -0.39, -0.03], [-0.13, -3.26, -1.26], [1.89, 1.91, 0.55], [1.16, -0.23, -0.52], [1.20, -0.14, 2.54], [0.79, 1.59, -1.49], [-0.49, 0.00, 0.61], [-0.35, -0.57, -0.25]]}